This record from the OMol25 dataset describes a structure of composition C44H38N2O2P2PdS in a non-equilibrium geometry. The level of theory is wB97M-V/def2-TZVPD.

```
90
Properties=species:S:1:pos:R:3:forces:R:3:mulliken_spin:R:1
Pd -0.09523 -0.12075 0.31893 -0.934 0.079 0.355 1.239
S -0.65279 0.18710 -2.04065 0.461 0.229 0.281 0.087
P -2.04382 1.57947 0.37388 0.236 -0.150 -0.164 0.264
P 1.72819 -1.75678 -1.51429 -0.082 0.099 -0.044 0.296
O -1.21365 -1.18394 -1.90382 -0.035 -0.130 0.069 0.148
O -0.93265 -1.73615 1.56516 0.215 0.111 -0.134 0.088
N 0.34448 -1.79418 3.41281 -0.017 -0.179 -0.154 0.012
N 1.09197 0.84315 1.84344 0.147 -0.002 -0.018 0.120
C 0.92870 -5.34742 -3.04338 -0.023 0.134 0.016 -0.016
C 3.85977 -0.07758 -0.89719 -0.013 0.008 -0.027 0.051
C 0.70504 1.03096 -4.34816 0.027 0.102 -0.033 0.028
C 0.09332 -0.39900 3.73465 -0.080 0.042 0.063 -0.016
C 2.85462 -4.28156 -1.30577 0.123 0.001 0.090 0.046
C -2.99876 4.82025 2.67311 0.043 -0.012 -0.021 0.000
C -1.91457 1.33620 -2.43326 -0.163 0.064 -0.128 0.000
C 1.95569 1.75042 1.37158 0.078 0.085 -0.198 0.008
C -1.85499 5.59293 2.51508 0.003 0.013 0.003 0.014
C -3.66438 0.42697 2.36685 -0.179 -0.106 0.307 0.044
C 2.90075 -5.61575 -1.65271 0.008 0.040 0.024 -0.008
C -3.46213 2.37515 -3.93364 -0.063 0.064 0.013 0.000
C -4.22481 -0.18518 0.04954 -0.172 -0.163 -0.251 0.002
C 5.07136 -0.26299 1.17205 0.037 0.025 0.019 0.068
C -0.79296 5.13192 1.74505 -0.054 -0.042 0.009 -0.004
C -3.52555 2.90049 -1.58070 0.075 -0.050 0.019 -0.005
C -2.42059 1.48377 -3.72084 0.033 0.025 0.009 0.003
C -5.26046 -0.95288 0.50437 0.143 0.077 -0.221 0.190
C -3.42940 0.54785 0.96384 0.024 -0.018 -0.030 0.277
C -2.49403 1.99543 -1.34010 -0.063 0.046 0.004 0.065
C 0.86957 -4.01008 -2.71184 0.038 -0.049 0.015 0.076
C 1.84905 -3.46122 -1.85154 -0.135 -0.304 -0.132 0.148
C 1.60602 -0.79834 -3.03511 0.145 -0.067 -0.100 0.069
C 2.60517 -0.97562 -3.98581 0.008 0.036 -0.078 0.044
C 2.83854 2.44912 2.17108 -0.022 -0.018 0.005 0.001
C -3.99434 3.09971 -2.87440 0.049 -0.044 0.027 0.003
C 1.94369 -6.14578 -2.51746 0.007 -0.038 -0.016 0.103
C 0.62999 0.18655 -3.25453 -0.047 -0.043 -0.210 -0.105
C -3.08570 3.57557 2.06934 -0.050 0.056 -0.024 0.042
C -0.86550 3.88661 1.14624 -0.024 0.024 0.061 0.021
C -4.70169 -0.33369 2.82609 0.185 0.156 0.091 0.150
C -5.51903 -1.02693 1.89911 -0.007 0.010 0.098 0.248
C -2.01323 3.10089 1.31009 0.113 -0.002 -0.003 0.006
C -0.26499 -2.40198 2.39170 0.018 -0.019 0.138 -0.011
C 1.09236 0.58142 3.16483 -0.065 0.048 0.068 0.027
C 2.99444 -1.09769 -0.46776 0.227 0.016 0.018 0.088
C 4.19635 -1.24655 1.62108 -0.046 -0.006 -0.052 -0.024
C 2.84340 2.19217 3.53119 -0.098 -0.081 -0.048 -0.005
C 2.66152 -0.15445 -5.11104 -0.029 -0.038 0.090 0.017
C 4.90041 0.32350 -0.07934 -0.062 -0.024 -0.038 0.000
C -0.17186 -3.89000 2.28550 0.051 0.037 0.066 0.005
C 1.95985 1.24122 4.02197 -0.033 -0.027 -0.040 0.003
C 3.15774 -1.66378 0.80877 -0.030 -0.045 0.053 0.067
C 1.73409 0.85837 -5.27329 -0.040 0.008 0.020 -0.005
H 3.35487 -1.74565 -3.85090 0.002 -0.025 0.020 0.002
H 3.49839 3.18003 1.72808 0.039 0.029 -0.019 0.000
H 0.75283 -4.26734 2.72006 0.004 -0.038 0.011 0.001
H 4.34634 -1.70059 2.59005 0.005 -0.031 0.043 0.002
H 0.08453 -3.37876 -3.10961 -0.027 -0.012 -0.016 0.008
H 3.61923 -3.86221 -0.66327 -0.022 -0.029 -0.020 0.002
H -3.82958 5.19382 3.25478 -0.021 0.009 0.018 0.001
H 1.93065 1.92132 0.30045 0.015 0.018 0.052 0.015
H -0.03990 3.54426 0.53297 -0.008 -0.052 -0.005 0.000
H 3.51055 2.71903 4.19878 0.036 0.022 0.022 0.000
H 0.19361 -5.77724 -3.70936 -0.005 0.014 -0.016 0.001
H -4.01607 -0.11497 -1.01047 -0.063 -0.044 0.007 0.001
H 0.08401 5.74813 1.60841 0.032 0.024 -0.001 0.000
H -4.00208 3.00922 2.17436 -0.014 -0.033 -0.002 0.003
H 1.79218 1.51220 -6.13269 -0.019 0.022 -0.007 0.000
H 3.44027 -0.30393 -5.84613 0.019 -0.004 -0.013 0.001
H -0.01070 1.82452 -4.49909 -0.021 0.008 0.006 0.001
H -3.85893 2.51158 -4.93050 0.013 -0.022 -0.027 0.001
H 5.90298 0.04112 1.79379 0.010 0.005 0.024 -0.002
H -3.03527 0.98338 3.04907 -0.033 -0.040 0.090 -0.014
H -6.34758 -1.62691 2.25307 -0.034 -0.024 0.043 -0.014
H -2.02185 0.91603 -4.54931 0.014 -0.039 -0.009 0.000
H 5.59888 1.07350 -0.42455 0.009 0.018 -0.012 0.002
H 3.68797 -6.25120 -1.27018 0.017 0.032 0.004 0.001
H -3.96545 3.45261 -0.75954 -0.017 0.006 0.022 0.000
H 1.99646 -7.19107 -2.79207 -0.012 -0.017 0.011 0.001
H 0.83643 -2.36484 4.08545 -0.001 0.014 0.000 -0.001
H -5.90119 -1.50756 -0.16722 0.042 0.029 -0.113 0.007
H 2.49066 -2.45297 1.14187 0.011 0.019 -0.001 0.003
H 1.92906 1.01305 5.07811 0.008 0.012 0.040 0.001
H -4.79245 3.80788 -3.05095 -0.013 0.017 -0.009 0.000
H -1.79431 6.56567 2.98416 -0.013 0.011 0.007 0.000
H -1.00125 -4.33188 2.84243 -0.020 -0.008 -0.029 0.000
H 3.74886 0.36062 -1.88137 0.000 -0.001 0.025 0.003
H -4.92651 -0.41574 3.88105 0.067 0.051 0.028 0.006
H -0.25602 -4.19452 1.24524 -0.011 0.010 0.003 0.000
H 0.09487 -0.30727 4.81974 0.003 0.030 -0.036 -0.003
H -0.91344 -0.16026 3.38458 0.080 0.040 -0.008 0.005
```
Forces are in eV/Å.

Computed properties:
* maximum force: 1.00 eV Å⁻¹
* net charge: +4
* spin multiplicity: 5
* frontier orbital gap (alpha / beta): 7.5 / 4.2 eV